Record 1
Here is a structure of composition C24H54F18MgN3O21S6 from the Open Molecules 2025 dataset. Energies are from the ωB97M-V functional and the def2-TZVPD basis.

Calculated values
- energy (a.u.) = -7077.8797
- charge = -1
- orbital gap (eV) = 5.9
- 2S+1 = 1
- E_HOMO (eV) = -7.1

The geometry in XYZ format:
```
127
Properties=species:S:1:pos:R:3:lowdin_charge:R:1
Mg 1.805 0.186 -2.096 1.15
C 1.903 5.326 0.995 -0.67
F 0.842 4.767 1.546 0.15
F 2.016 6.585 1.411 0.14
F 3.050 4.738 1.316 0.14
S 1.705 5.234 -0.875 0.62
O 2.248 3.977 -1.324 -0.33
O 0.289 5.257 -1.146 -0.32
N 2.621 6.479 -1.440 -0.28
S 1.623 7.702 -1.733 0.56
O 1.169 7.831 -3.087 -0.28
O 0.620 7.878 -0.720 -0.31
C 2.781 9.139 -1.453 -0.68
F 3.644 9.190 -2.469 0.12
F 2.116 10.299 -1.431 0.13
F 3.388 9.009 -0.279 0.13
C -4.725 1.899 -4.187 -0.66
F -4.363 3.176 -4.247 0.14
F -4.281 1.410 -3.022 0.10
F -6.039 1.773 -4.247 0.15
S -3.936 0.991 -5.643 0.59
O -4.913 0.021 -6.062 -0.31
O -3.691 2.016 -6.612 -0.29
N -2.549 0.367 -5.052 -0.29
S -2.799 -1.047 -4.340 0.57
O -1.642 -1.264 -3.503 -0.34
O -4.071 -1.327 -3.768 -0.27
C -2.565 -2.297 -5.740 -0.65
F -3.443 -3.276 -5.667 0.15
F -2.571 -1.733 -6.939 0.14
F -1.337 -2.873 -5.612 0.07
C -1.287 1.454 -0.211 -0.66
F -0.639 2.585 -0.198 0.19
F -2.221 1.432 0.726 0.17
F -1.859 1.218 -1.376 0.17
S -0.166 -0.046 0.118 0.67
O -0.383 -0.528 1.423 -0.23
O -0.352 -0.978 -0.966 -0.30
N 1.403 0.437 -0.263 -0.39
S 2.211 1.188 0.925 0.59
O 3.308 1.929 0.390 -0.25
O 1.436 1.877 1.902 -0.23
C 3.006 -0.252 1.807 -0.67
F 2.120 -0.968 2.463 0.15
F 3.615 -1.015 0.868 0.10
F 3.954 0.190 2.616 0.17
C 0.111 -4.285 3.640 -0.08
C 0.970 -3.334 4.456 -0.32
O 0.661 -3.420 5.849 -0.09
H 0.284 -4.133 2.561 0.07
H -0.955 -4.072 3.658 0.06
H 0.440 -5.299 3.863 0.07
H 0.799 -2.311 4.094 0.09
H 2.039 -3.534 4.385 0.09
H -0.209 -3.013 5.973 0.03
C -3.033 6.697 -2.074 -0.09
C -2.804 5.220 -1.993 -0.32
O -1.833 4.753 -2.938 -0.09
H -2.152 7.291 -1.808 0.07
H -3.924 7.056 -1.549 0.07
H -3.181 7.134 -3.074 0.08
H -3.687 4.607 -2.176 0.08
H -2.414 4.976 -0.996 0.10
H -0.983 4.898 -2.501 0.02
C 3.395 -5.098 -0.906 -0.07
C 4.400 -3.982 -0.757 -0.25
O 4.246 -3.007 -1.830 -0.09
H 2.383 -4.798 -0.603 0.08
H 3.553 -5.942 -0.233 0.08
H 3.273 -5.433 -1.938 0.08
H 5.413 -4.382 -0.751 0.12
H 4.167 -3.480 0.177 0.07
H 5.158 -2.807 -2.057 0.10
C 1.722 0.286 6.336 -0.08
C 3.225 0.158 6.134 -0.31
O 3.797 1.457 6.230 -0.08
H 1.464 0.752 7.289 0.07
H 1.133 -0.623 6.179 0.05
H 1.311 0.931 5.550 0.08
H 3.368 -0.258 5.139 0.09
H 3.694 -0.500 6.870 0.11
H 3.569 1.847 7.077 0.08
C 4.513 -3.229 2.748 -0.11
C 4.925 -4.579 3.342 -0.31
O 6.055 -4.472 4.187 -0.06
H 3.586 -3.448 2.202 0.06
H 5.224 -2.821 2.030 0.07
H 4.264 -2.471 3.489 0.07
H 5.118 -5.219 2.473 0.11
H 4.066 -4.952 3.899 0.11
H 6.855 -4.571 3.666 0.08
C -5.617 2.453 -0.392 -0.09
C -6.983 2.109 -0.909 -0.30
O -7.617 3.240 -1.559 -0.09
H -4.985 1.567 -0.456 0.06
H -5.562 2.923 0.592 0.08
H -5.060 3.213 -0.953 0.06
H -7.649 1.968 -0.044 0.10
H -7.040 1.210 -1.523 0.11
H -8.416 2.899 -1.969 0.07
C -1.055 -4.383 -1.351 -0.07
C -1.245 -4.901 -2.760 -0.32
O -2.375 -5.778 -2.802 -0.07
H -0.754 -5.196 -0.693 0.07
H -1.982 -3.916 -1.019 0.09
H -0.327 -3.569 -1.397 0.05
H -0.325 -5.385 -3.121 0.11
H -1.453 -4.091 -3.465 0.08
H -2.241 -6.489 -3.431 0.07
C -2.195 -1.118 4.355 -0.08
C -2.985 -1.868 5.419 -0.30
O -2.129 -2.843 5.996 -0.09
H -1.308 -0.632 4.761 0.07
H -2.853 -0.361 3.927 0.08
H -1.922 -1.833 3.581 0.06
H -3.815 -2.330 4.876 0.11
H -3.397 -1.157 6.140 0.11
H -2.641 -3.596 6.300 0.10
C 2.097 -2.193 -4.908 -0.06
C 1.361 -2.472 -3.609 -0.21
O 1.995 -1.738 -2.505 -0.16
H 2.416 -1.160 -5.078 0.08
H 1.493 -2.429 -5.787 0.08
H 2.985 -2.827 -4.988 0.08
H 1.398 -3.545 -3.445 0.12
H 0.349 -2.071 -3.671 0.08
H 2.792 -2.245 -2.223 0.06
```

Record 2
Here is a cluster of 7 separate species, C24H56ClN4O12 in total from the Open Molecules 2025 dataset. Energies are from the ωB97M-V functional and the def2-TZVPD basis.

Calculated values
- energy (a.u.) = -2529.7892
- charge = -1
- orbital gap (eV) = 7.8
- 2S+1 = 1
- E_HOMO (eV) = -5.6

The geometry in XYZ format:
```
97
Properties=species:S:1:pos:R:3:lowdin_charge:R:1
Cl -0.554 1.208 -0.607 0.59
O -0.538 -0.216 -0.913 -0.41
O -0.024 1.852 -1.794 -0.41
O -1.836 1.683 -0.274 -0.37
O 0.334 1.439 0.510 -0.40
O 6.137 -3.274 -2.276 0.06
C 6.443 -2.067 -2.440 -0.43
O 7.663 -1.651 -1.972 0.02
C 7.873 -0.312 -2.447 -0.16
C 6.507 0.175 -2.906 -0.17
C 5.706 -1.044 -3.247 -0.07
H 8.584 -0.280 -3.272 0.12
H 8.246 0.266 -1.601 0.12
H 6.586 0.873 -3.739 0.11
H 6.072 0.773 -2.105 0.12
H 5.714 -1.333 -4.298 0.14
H 4.710 -1.018 -2.805 0.14
O -7.966 -0.589 -5.199 0.07
C -7.681 -1.508 -4.404 -0.44
O -8.643 -2.165 -3.697 0.02
C -8.037 -3.118 -2.841 -0.15
C -6.700 -3.374 -3.587 -0.16
C -6.321 -2.048 -4.166 -0.09
H -8.608 -4.046 -2.885 0.12
H -8.004 -2.753 -1.814 0.13
H -6.983 -4.097 -4.352 0.12
H -5.874 -3.757 -2.988 0.12
H -5.718 -2.171 -5.066 0.13
H -5.722 -1.454 -3.476 0.14
C -0.148 -7.420 1.655 -0.06
C 1.359 -7.081 1.363 -0.39
C 1.977 -6.136 2.359 -0.24
O 3.388 -6.118 2.286 -0.19
C 3.963 -5.240 3.242 -0.11
N 2.161 -8.336 1.429 0.02
H -0.191 -7.995 2.580 0.07
H -0.732 -7.888 0.862 0.07
H -0.662 -6.548 2.060 0.07
H 1.474 -6.618 0.383 0.14
H 1.617 -6.397 3.355 0.12
H 1.668 -5.107 2.177 0.13
H 5.016 -5.186 2.966 0.09
H 3.992 -5.679 4.240 0.08
H 3.536 -4.240 3.184 0.09
H 2.064 -8.863 2.285 0.06
H 1.597 -9.011 0.933 0.05
C 7.280 2.833 4.763 -0.06
C 6.288 3.795 5.479 -0.42
C 6.040 5.145 4.676 -0.14
O 7.289 5.941 4.566 -0.21
C 7.619 6.699 5.726 -0.12
N 5.043 3.055 5.703 0.02
H 8.314 3.107 4.972 0.07
H 7.152 2.776 3.682 0.07
H 7.209 1.821 5.163 0.07
H 6.699 4.042 6.458 0.12
H 5.302 5.743 5.211 0.11
H 5.655 4.925 3.680 0.12
H 8.702 6.806 5.777 0.08
H 7.427 6.210 6.681 0.07
H 7.095 7.653 5.659 0.08
H 4.589 2.920 4.810 0.07
H 4.417 3.632 6.247 0.06
C -9.466 -0.951 4.870 -0.09
C -8.476 -2.005 5.300 -0.44
C -7.004 -1.566 5.211 -0.23
O -6.098 -2.597 5.391 -0.16
C -4.757 -2.337 5.169 -0.13
N -8.845 -2.611 6.587 0.04
H -9.104 -0.588 3.908 0.08
H -9.543 -0.109 5.558 0.07
H -10.505 -1.269 4.792 0.07
H -8.515 -2.693 4.455 0.13
H -6.982 -0.796 5.982 0.12
H -6.841 -1.002 4.293 0.13
H -4.349 -1.548 5.800 0.09
H -4.480 -2.085 4.145 0.09
H -4.182 -3.258 5.268 0.09
H -8.991 -1.942 7.329 0.06
H -9.760 -3.038 6.542 0.06
C -1.628 4.551 -8.288 -0.08
C -0.193 4.931 -8.675 -0.37
C 0.089 6.329 -7.957 -0.25
O -0.755 7.271 -8.494 -0.18
C -0.695 8.534 -7.861 -0.10
N 0.632 3.861 -8.045 0.03
H -2.337 5.359 -8.465 0.07
H -1.723 4.343 -7.222 0.08
H -1.970 3.612 -8.724 0.08
H -0.113 5.087 -9.751 0.13
H 1.107 6.658 -8.166 0.11
H 0.156 6.147 -6.885 0.12
H -0.774 8.388 -6.784 0.09
H -1.517 9.181 -8.165 0.09
H 0.241 9.077 -7.991 0.08
H 1.589 4.165 -7.932 0.06
H 0.225 3.663 -7.142 0.06
```